Entry 1:
{"formula": "C4H8O3", "method": "wB97M-V/def2-TZVPD", "gap_ev": 10.24, "e_above_lowest_kcal_mol": 39.3, "smiles": "COC(=O)C=O.C", "species": ["C", "O", "C", "O", "C", "C", "O", "H", "H", "H", "H", "H", "H", "H", "H"], "positions_angstrom": [[-1.049, -2.619, -0.596], [-0.611, -1.712, 0.421], [-0.659, -0.416, 0.093], [-0.939, 0.027, -0.990], [-0.355, 0.419, 1.339], [1.519, 2.314, -0.596], [-0.887, 1.482, 1.518], [-1.989, -2.267, -1.028], [-1.185, -3.579, -0.098], [-0.295, -2.696, -1.383], [0.354, -0.034, 2.058], [1.902, 1.291, -0.514], [2.130, 2.974, 0.024], [1.571, 2.631, -1.640], [0.480, 2.348, -0.264]]}


Entry 2:
{"formula": "C4H8O3", "method": "wB97M-V/def2-TZVPD", "gap_ev": 10.84, "e_above_lowest_kcal_mol": 32.8, "smiles": "C[C@@H](O)[C@@H](O)C=O", "species": ["C", "C", "O", "C", "O", "C", "O", "H", "H", "H", "H", "H", "H", "H", "H"], "positions_angstrom": [[0.442, 1.195, -1.185], [0.740, 0.384, 0.060], [0.382, 1.180, 1.173], [0.016, -0.976, 0.152], [0.252, -1.529, 1.420], [-1.474, -0.870, -0.119], [-2.300, -1.126, 0.726], [1.021, 2.121, -1.145], [0.710, 0.648, -2.094], [-0.615, 1.474, -1.227], [1.813, 0.148, 0.096], [0.872, 0.842, 1.931], [0.431, -1.657, -0.608], [-0.514, -1.275, 1.959], [-1.776, -0.559, -1.140]]}


Entry 3:
{"formula": "C4H8O3", "method": "wB97M-V/def2-TZVPD", "gap_ev": 10.75, "e_above_lowest_kcal_mol": 63.7, "species": ["C", "O", "C", "O", "C", "C", "O", "H", "H", "H", "H", "H", "H", "H", "H"], "positions_angstrom": [[-2.179, -0.168, 0.148], [-0.908, 0.460, 0.315], [-0.278, 1.306, -1.684], [-1.173, 0.942, -2.291], [0.280, -0.259, 0.686], [1.646, 0.075, -0.012], [2.598, -0.595, 0.811], [-2.178, -1.020, -0.549], [-2.631, -0.486, 1.098], [-2.855, 0.584, -0.287], [0.470, -0.021, 1.736], [0.136, -1.339, 0.574], [1.724, -0.305, -1.044], [1.860, 1.151, -0.046], [3.487, -0.323, 0.544]]}


Entry 4:
{"formula": "C4H8O3", "method": "wB97M-V/def2-TZVPD", "gap_ev": 11.32, "e_above_lowest_kcal_mol": 18.6, "smiles": "COC(=O)[C@@H](C)O", "species": ["C", "O", "C", "O", "C", "C", "O", "H", "H", "H", "H", "H", "H", "H", "H"], "positions_angstrom": [[-1.967, -0.932, -1.042], [-1.171, -0.302, -0.046], [-0.193, 0.512, -0.447], [0.033, 0.836, -1.591], [0.677, 0.863, 0.740], [1.372, -0.454, 1.117], [1.565, 1.905, 0.441], [-2.676, -0.216, -1.463], [-2.495, -1.728, -0.516], [-1.340, -1.344, -1.835], [0.023, 1.184, 1.560], [0.623, -1.181, 1.447], [2.100, -0.299, 1.914], [1.885, -0.870, 0.242], [1.562, 2.025, -0.521]]}


no.,maximum force (eV/A),E_HOMO (eV)
1,0.70,-10.3429
2,0.55,-10.0924
3,1.73,-9.8965
4,0.56,-10.5244